(1)
A gas-phase ion, C4NO3 (charge -1) at a distorted geometry. Source: the OMol25 dataset; level of theory: ωB97M-V/def2-TZVPD.

Structure (XYZ):
```
8
Properties=species:S:1:pos:R:3:forces:R:3:mulliken_charge:R:1
C 0.535 0.345 0.052 -4.6 1.4 -0.8 0.743
C -0.954 0.659 -0.319 4.0 0.4 -0.5 -0.807
O -0.139 1.193 0.852 0.6 -0.3 0.8 -0.390
O 1.817 0.731 -0.708 0.4 -0.1 -0.1 -0.418
O 2.425 -1.300 0.333 0.3 0.1 -0.1 -0.589
C 1.740 -0.370 0.035 0.5 -0.5 0.3 0.549
N -2.891 -0.938 -0.095 0.1 -0.3 0.3 -0.543
C -1.923 -0.299 -0.043 -1.2 -0.7 0.1 0.455
```
Forces are in eV/Å.

total charge	-1
2S+1	1
molar mass	110.05	g mol⁻¹
frontier orbital gap	7.766	eV

***

(2)
16 unconnected molecules or ions with the total composition C2H35NO15 at a distorted geometry. Source: the OMol25 dataset; level of theory: ωB97M-V/def2-TZVPD.

Structure (XYZ):
```
53
Properties=species:S:1:pos:R:3:forces:R:3:mulliken_charge:R:1
O -0.422 3.324 -0.969 0.8 -0.7 0.3 -0.764
H -2.620 -0.487 -2.093 0.0 0.1 0.1 0.148
H -0.739 1.943 -4.291 0.1 -0.2 -0.4 0.325
H -1.043 -4.052 1.918 1.0 0.5 -0.4 0.282
C -1.255 -1.476 -0.886 -0.7 0.4 -1.3 -0.570
H -2.997 -2.056 -1.675 -0.6 -0.6 -0.5 0.233
O 3.042 0.417 -1.493 0.6 -0.9 -0.5 -0.626
H 0.092 1.684 2.645 0.4 0.0 0.0 0.324
H -2.508 -1.342 3.947 -0.6 0.1 0.1 0.312
O -0.625 -3.365 2.452 -0.6 0.1 0.9 -0.678
H 1.530 -0.627 2.686 -0.6 0.3 0.0 0.251
H -1.934 2.992 -1.754 0.3 -0.5 -0.8 0.315
H -2.601 -0.913 0.844 -0.8 0.3 0.2 0.454
H -2.694 1.143 0.675 0.3 0.5 0.6 0.332
O -2.677 -0.408 1.682 0.8 -0.7 -1.1 -0.824
N -2.544 -1.222 -1.406 0.5 0.5 0.8 -0.415
O 0.803 -3.038 -2.423 -0.6 -1.1 -0.9 -0.661
H -0.690 4.228 -1.055 -0.3 0.7 0.7 0.291
H 3.092 1.048 0.357 -0.8 0.3 -0.8 0.331
O 2.390 -2.214 2.150 -0.7 0.9 0.6 -0.717
O 0.341 2.575 2.357 -0.2 0.2 -0.4 -0.670
H 2.468 -3.152 2.360 0.1 0.3 -0.9 0.245
H 2.383 -1.912 1.203 0.7 -1.7 0.7 0.429
H -2.504 2.699 1.016 -0.2 -0.4 0.5 0.238
O -0.901 1.067 -3.915 -0.4 0.4 0.3 -0.764
H 0.478 1.504 -2.931 0.0 0.4 0.4 0.468
H 3.267 -1.287 -0.730 0.2 -0.2 -0.1 0.421
H -3.118 2.184 -1.513 -0.2 -0.4 -0.2 0.374
O 1.186 2.034 -2.496 0.9 -0.9 -0.9 -0.785
O 3.410 -2.095 -0.188 -0.2 0.5 -0.7 -0.700
H 3.860 0.853 -1.757 -0.1 0.0 -0.1 0.268
H -1.283 -1.914 3.265 -0.2 0.0 1.0 0.301
C -0.414 -0.515 -0.539 0.9 -0.3 0.3 0.459
O -2.468 2.323 -2.214 -1.0 0.5 -0.2 -0.751
H -0.604 0.537 -0.636 -0.4 0.2 0.0 -0.146
H 0.826 2.500 -1.736 -0.5 0.1 -0.2 0.342
O 0.720 -0.258 3.097 0.9 -0.2 -0.6 -0.484
O -2.461 2.034 0.323 -0.1 0.1 -0.1 -0.637
H -1.580 1.327 -3.240 0.3 -0.3 -0.3 0.410
H 0.175 -2.899 2.177 0.0 -0.7 -0.8 0.405
H 1.996 2.230 0.088 0.6 -0.9 -0.5 0.342
H 2.378 0.704 -2.155 -0.1 0.5 0.4 0.283
H 0.568 -0.764 -0.161 0.1 -0.1 0.0 -0.165
H -1.006 -2.524 -0.980 0.3 -0.1 0.8 0.559
H 0.839 -0.620 3.975 -0.6 0.1 0.6 0.275
O 2.644 1.832 0.683 -0.1 1.0 1.6 -0.706
H 4.297 -2.016 0.183 -0.1 0.0 0.0 0.298
H 0.482 -2.150 -2.582 0.6 0.3 0.5 0.322
H -1.755 -0.578 1.961 -0.3 0.7 0.7 0.418
H 1.497 -3.126 -1.776 0.3 0.8 0.3 0.318
O -1.563 -1.391 4.050 0.4 -0.2 -0.3 -0.605
H 1.165 2.463 1.848 -0.3 -0.3 0.6 0.365
H -0.924 2.759 -0.342 -0.1 0.7 0.3 0.528
```
Forces are in eV/Å.

2S+1	1
molar mass	313.29	g mol⁻¹
frontier orbital gap	9.260	eV

***

(3)
A molecular structure, C19H24AsBrCrN4O2PS5 at a distorted geometry. Source: the OMol25 dataset; level of theory: ωB97M-V/def2-TZVPD.

Structure (XYZ):
```
58
Properties=species:S:1:pos:R:3:forces:R:3:mulliken_charge:R:1
H 5.125 -1.236 -3.877 0.1 -0.1 0.0 0.333
Cr 1.613 0.056 0.086 -0.6 -0.8 0.8 -0.812
C -1.055 1.498 -1.557 -0.2 0.1 0.2 0.378
O -4.893 1.549 1.164 -0.4 0.7 -0.2 -0.703
N 3.215 0.489 -0.868 2.4 1.0 -1.2 0.887
H -3.815 -1.723 3.304 0.1 0.2 -0.1 0.342
C 3.858 -0.144 -1.859 -0.3 -0.2 -0.1 -0.998
S 0.424 0.684 -1.934 0.5 -0.1 -0.3 -0.371
C 5.559 1.528 -1.929 -0.6 -0.4 0.1 -0.251
H -0.545 -2.725 -0.216 -0.1 0.2 0.1 0.646
H -3.874 0.273 1.854 0.4 -0.3 0.1 0.386
C -3.445 -1.380 0.701 -0.4 -0.2 -0.4 -0.584
P -0.330 -0.697 1.103 -1.9 -1.1 0.7 2.152
S 4.937 -3.519 -1.869 -0.3 -0.2 -0.1 -0.518
N -1.861 -2.211 2.854 -0.1 -0.2 0.1 0.143
C -2.868 -1.228 3.059 -0.1 -0.2 0.5 -0.746
H 0.197 -2.524 2.663 -0.1 0.2 0.0 0.553
H -2.584 -0.556 3.873 -0.1 0.0 -0.2 0.414
C -3.477 2.402 -0.487 0.6 0.1 -0.5 0.235
H -2.297 3.994 0.376 0.0 0.0 0.1 0.412
H -3.155 -3.636 2.054 0.0 0.0 0.0 0.291
C 5.734 -0.418 -3.502 0.0 0.0 -0.1 -1.589
H 6.479 1.921 -2.335 0.1 0.0 0.0 0.442
H -0.255 -1.039 3.519 0.0 -0.2 -0.1 0.381
H -0.178 3.191 -0.564 0.1 0.0 0.0 0.551
C -0.513 -1.691 2.677 0.8 0.3 0.1 -1.115
C -3.457 1.351 -1.417 -0.3 0.5 0.2 -0.645
C -2.274 0.943 -1.983 0.2 0.2 0.0 -0.600
C 5.031 0.334 -2.426 0.2 0.5 0.1 0.704
C -2.239 -3.108 1.777 -0.2 -0.3 0.0 -0.951
H -4.897 4.361 0.039 0.1 -0.2 -0.1 0.393
H 3.396 -1.062 -2.201 0.2 -0.1 0.0 0.665
S 2.728 -0.997 1.884 -0.1 0.7 0.4 -0.298
C 4.892 2.210 -0.917 0.0 0.0 0.0 -0.749
S 2.092 -2.212 0.413 -0.8 0.3 -0.5 -0.427
H 6.652 -0.839 -3.094 0.0 -0.2 0.1 0.287
H -4.410 -1.824 0.970 0.1 0.1 0.1 0.337
As 5.044 -2.820 0.106 0.8 -0.2 -0.3 0.279
N -3.086 -0.417 1.811 -0.4 0.1 0.1 0.457
H -1.420 -1.390 -0.973 0.1 -0.1 0.1 0.262
H -2.055 0.966 0.630 -0.1 -0.1 0.2 -0.796
C 3.737 1.641 -0.451 -0.4 -0.3 0.1 0.103
C -1.858 0.342 1.496 0.9 0.5 -0.4 -0.504
O -5.196 3.681 0.656 -0.2 -0.1 0.3 -0.482
N -2.467 -2.391 0.535 -0.1 -0.2 0.0 0.175
H 5.260 3.133 -0.503 0.0 0.2 0.0 0.479
H -4.386 0.866 -1.684 -0.1 -0.1 0.1 0.491
H -3.551 -0.797 -0.217 0.0 -0.1 0.2 0.140
C -1.099 2.671 -0.785 0.1 -0.1 -0.3 -0.788
H -1.630 1.000 2.341 -0.1 -0.1 -0.1 0.768
C -4.586 2.512 0.475 0.0 -0.3 0.3 0.391
H 6.004 0.250 -4.318 0.0 0.1 -0.1 0.459
Br 2.543 2.448 0.827 0.4 0.3 0.0 -0.195
H -1.442 -3.835 1.619 -0.1 0.0 0.0 0.421
C -1.225 -1.888 -0.019 0.4 0.2 -0.4 -1.011
C -2.295 3.132 -0.276 -0.6 -0.1 0.1 -0.100
S 6.449 -1.260 0.103 0.0 0.2 0.3 -0.530
H -2.252 0.142 -2.706 0.0 -0.1 0.0 0.409
```
Forces are in eV/Å.

2S+1	4
molar mass	738.56	g mol⁻¹
frontier orbital gap (alpha / beta)	5.149 / 5.360	eV

***

(4)
A molecular structure, C39H46HfN3P2 at a distorted geometry. Source: the OMol25 dataset; level of theory: ωB97M-V/def2-TZVPD.

Structure (XYZ):
```
91
Properties=species:S:1:pos:R:3:forces:R:3:mulliken_charge:R:1
H 4.556 2.185 -3.586 0.0 0.0 0.0 0.512
C -3.329 -2.905 2.475 0.0 0.0 0.0 -0.744
H -2.619 0.612 -1.375 -0.3 0.1 -0.1 0.341
H -0.977 -3.247 -3.694 0.0 -0.1 -0.1 0.363
H 3.380 -0.876 -3.136 0.0 0.0 0.0 0.241
H -2.506 2.700 2.829 -0.1 0.0 0.0 0.343
H 0.252 -0.288 -3.755 0.1 0.1 0.1 0.227
H -1.394 -3.804 2.735 0.0 0.0 0.0 0.523
H -0.864 -4.765 -2.822 0.0 0.0 0.0 0.481
C 5.270 4.242 -1.994 0.0 0.0 -0.1 -1.567
C 2.580 2.163 -0.295 -0.2 -0.3 0.1 1.499
C 3.026 -1.601 -0.721 -0.1 0.2 0.2 -0.810
C 3.393 -2.928 -0.693 -0.1 0.0 -0.1 -0.839
H 0.892 2.649 0.980 0.0 -0.1 0.2 0.497
C -2.817 4.242 0.887 0.0 0.0 0.0 -0.956
H -5.120 -1.766 2.142 0.0 0.0 0.0 0.498
H -3.420 5.935 -0.265 0.0 0.0 0.0 0.468
H 3.721 3.891 0.224 0.0 0.0 0.0 0.455
H -2.804 1.073 4.669 0.0 0.0 0.0 0.441
H 5.281 5.002 -1.217 0.0 0.0 0.0 0.381
H -3.231 0.713 -3.038 0.0 0.1 0.1 0.500
C -0.698 1.210 4.169 0.5 0.0 -0.5 0.839
H 4.425 -3.185 -0.492 0.0 0.0 0.0 0.494
H -0.130 1.807 7.922 0.0 0.0 0.0 0.436
C 2.336 1.157 -1.250 0.2 0.4 -0.2 -0.474
H 6.263 3.793 -2.048 0.0 0.0 0.0 0.360
C -4.040 -1.740 2.213 -0.1 0.1 0.0 -0.605
P -1.016 -1.760 -1.339 -0.1 0.0 -1.0 1.568
H 3.456 -5.553 0.066 -0.1 0.0 0.0 0.413
C -2.111 3.035 0.883 0.0 0.0 -0.1 0.447
C -0.603 0.253 -3.367 -0.3 -0.3 -0.1 -0.733
H -3.932 0.388 1.944 0.0 0.0 0.0 0.554
C 2.859 -5.379 -0.830 0.1 0.0 -0.1 -1.711
C -1.579 1.463 6.379 -0.1 0.0 0.0 -0.889
H -3.311 4.566 1.794 0.0 0.0 0.0 0.550
H 0.424 -4.342 -1.358 0.0 0.0 0.0 -0.069
H -3.672 -0.651 -2.024 0.0 0.1 0.2 0.327
C 1.881 2.172 1.041 0.4 0.2 -0.3 -1.707
C -3.375 -0.530 2.089 0.0 0.1 0.0 -0.901
C -2.873 5.001 -0.257 0.1 -0.2 0.1 -0.445
C 3.095 1.151 -2.446 -0.2 0.0 -0.1 1.444
C -1.546 3.365 -1.356 0.1 0.0 -0.1 -0.295
H 3.638 0.364 -4.352 0.0 0.0 0.0 0.496
H -2.367 -4.328 -3.604 0.0 0.0 0.0 0.414
C 3.527 3.146 -0.539 0.1 0.1 -0.1 -1.075
H -2.421 1.494 7.056 0.0 0.0 0.0 0.439
N -1.483 2.588 -0.232 0.1 -0.3 0.3 0.237
P -0.965 0.998 2.394 -1.2 0.0 0.4 0.642
H -1.029 2.986 -2.229 0.0 0.0 0.0 0.428
H -0.238 0.960 -2.603 0.1 0.2 -0.2 -0.048
C -1.522 -3.929 -3.042 0.0 0.1 -0.1 -1.652
C 3.018 0.083 -3.505 0.0 0.0 0.1 -0.814
H 2.011 -0.063 -3.877 0.0 0.0 0.0 0.034
C 1.708 -1.219 -0.982 0.1 -0.8 -0.2 0.655
H -2.808 -3.805 0.194 -0.1 0.0 0.1 0.073
H 3.490 -5.648 -1.680 0.0 0.0 0.0 0.360
H 1.818 1.165 1.461 -0.1 0.0 0.0 0.287
H 5.086 4.722 -2.955 0.0 0.0 0.0 0.387
Hf -0.432 0.564 -0.178 -0.1 -0.3 0.2 -0.763
C -2.300 -4.270 -0.643 0.0 0.0 0.0 -1.142
H -1.934 -1.390 -3.607 0.1 -0.1 0.1 0.849
C 2.452 -3.940 -0.910 0.1 0.1 0.0 -0.008
H -1.033 0.832 -4.185 0.0 0.1 0.1 0.576
H 1.448 1.310 3.978 0.0 0.0 0.0 0.254
C -2.213 4.551 -1.408 0.0 0.1 -0.1 -0.873
H 2.465 2.777 1.734 -0.1 0.0 0.1 0.558
N -2.072 2.266 2.024 0.3 0.1 0.1 0.154
C 4.000 2.179 -2.656 0.0 0.0 0.1 -1.074
C -1.986 -0.501 2.212 0.4 0.1 -0.2 0.470
H -3.865 -3.832 2.634 0.0 0.0 0.0 0.467
C 0.601 1.359 4.651 0.0 0.0 -0.1 -0.279
C 1.149 -3.561 -1.192 -0.1 -0.1 0.0 -0.481
H -3.020 -2.802 -1.997 0.0 0.1 0.0 0.667
H 3.761 -0.829 -0.528 0.0 0.0 0.0 0.578
C -2.856 0.024 -2.281 0.1 -0.3 -0.2 -1.310
C 4.243 3.187 -1.726 -0.1 0.0 0.1 0.253
C -1.939 -2.889 2.543 0.0 -0.1 0.0 -0.573
C -2.059 -3.267 -1.762 0.0 0.0 0.5 0.264
H -2.231 5.128 -2.321 0.0 0.0 0.0 0.496
C -1.263 -1.693 2.390 0.0 0.1 0.1 -0.322
H -2.942 -5.064 -1.027 0.0 0.0 0.0 0.566
H -0.181 -1.658 2.500 0.0 -0.1 0.0 0.434
H 2.003 -6.051 -0.821 0.0 0.0 0.0 0.376
C 0.802 1.570 6.007 0.1 0.0 0.0 -0.778
H 1.807 1.687 6.389 0.0 0.0 0.0 0.455
N 1.346 0.151 -0.953 0.0 0.4 0.6 0.915
C -1.795 1.242 5.031 -0.1 -0.1 0.0 -0.476
C -1.623 -0.721 -2.805 0.2 0.1 0.1 -0.513
H -1.383 -4.733 -0.280 0.0 0.0 0.0 0.235
C 0.752 -2.221 -1.272 0.0 0.3 0.1 0.278
C -0.286 1.632 6.866 0.0 0.0 -0.1 -0.570
```
Forces are in eV/Å.

total charge	+3
2S+1	1
molar mass	797.26	g mol⁻¹
frontier orbital gap	6.077	eV

***

(5)
A molecular structure, C6H5AgN2O3PS2 at a distorted geometry. Source: the OMol25 dataset; level of theory: ωB97M-V/def2-TZVPD.

Structure (XYZ):
```
20
Properties=species:S:1:pos:R:3:forces:R:3:mulliken_charge:R:1
S 0.832 3.367 -0.608 -0.1 0.3 0.0 0.203
N 2.067 2.508 0.068 -1.6 -0.8 -0.5 -0.724
C 1.511 -1.017 1.001 -0.1 0.6 -0.3 -0.992
C 0.096 -1.154 0.614 0.6 -0.1 0.0 0.745
H 3.265 0.255 1.134 -1.6 -1.4 0.8 0.428
N -0.380 2.303 -0.650 1.7 -0.4 0.6 -0.398
C 1.504 1.300 0.263 -0.3 -0.9 0.2 1.102
H -3.494 -1.696 -1.435 0.0 -0.1 0.2 0.330
P -2.384 -0.107 -0.466 -1.9 1.7 0.4 1.083
S -0.697 -2.720 0.922 -0.1 -0.1 0.0 -0.230
O -3.003 -1.593 -0.604 1.2 0.8 -0.8 -0.505
H 2.046 -1.872 1.429 -0.4 0.3 -0.2 0.296
C 0.116 1.148 -0.139 0.0 0.3 0.3 0.352
C 2.178 0.168 0.823 -0.7 -0.5 -0.2 -0.305
O -2.478 0.670 -1.905 0.7 -2.0 0.5 -0.518
O -3.142 0.691 0.494 0.5 -0.2 0.2 -0.647
H -2.136 0.108 -2.623 -0.1 0.4 -0.1 0.324
C -0.619 -0.100 0.042 1.1 -0.7 -0.2 -0.183
Ag 4.385 1.338 0.523 1.0 1.7 -0.8 0.472
H 0.333 -3.597 1.116 0.0 0.9 -0.1 0.166
```
Forces are in eV/Å.

total charge	+1
2S+1	1
molar mass	356.09	g mol⁻¹
frontier orbital gap	6.076	eV

***

(6)
A molecular structure, C27H36N4O2S2SiTi. Source: the OMol25 dataset; level of theory: ωB97M-V/def2-TZVPD.

Structure (XYZ):
```
73
Properties=species:S:1:pos:R:3:forces:R:3:mulliken_charge:R:1
H 1.259 -3.903 -4.687 0.0 0.0 0.0 0.380
C -1.996 -2.571 1.182 0.1 -0.1 -0.1 0.081
H 1.260 4.409 -1.220 0.0 0.0 0.0 0.539
H -0.247 0.920 -3.195 0.0 0.0 0.0 0.471
H 1.865 -2.305 -4.273 0.0 0.0 0.0 0.307
H -1.007 -4.312 3.056 0.0 0.0 0.0 0.480
S -1.695 2.311 -0.313 0.0 0.2 -0.2 0.114
C -0.531 5.670 0.819 0.0 0.0 0.0 -0.215
H -1.105 -5.140 -2.864 0.0 0.0 0.0 0.490
H -0.393 7.804 0.705 0.0 0.0 0.0 0.424
H 3.568 3.655 -1.663 0.0 0.0 0.0 0.474
N 3.345 -0.624 2.354 -0.1 0.0 0.1 -0.137
O -1.024 0.913 -0.354 0.0 -0.6 0.0 -0.191
H 0.206 -2.502 -4.862 0.0 0.0 0.0 0.338
H 4.050 -0.074 1.891 0.0 -0.1 0.0 0.232
H 0.524 5.521 0.621 0.0 0.0 0.0 0.413
H 2.561 -3.175 -1.271 0.0 0.0 0.0 0.278
H 2.138 -4.808 -1.784 0.0 0.0 0.0 0.473
C 0.982 -2.946 -4.238 0.0 -0.1 0.1 -1.073
C -1.059 3.087 -1.843 0.1 0.1 0.1 -1.148
C -3.219 6.070 1.390 0.0 0.0 0.0 -0.789
N 0.141 -1.681 1.514 0.1 -0.2 0.1 1.987
C 3.626 -1.172 3.687 0.0 0.0 0.0 -0.422
H -1.218 4.157 -1.691 0.1 0.0 0.1 0.604
H 2.739 -1.026 4.301 0.0 0.0 0.0 0.247
C 0.592 1.499 -2.823 0.0 0.0 0.0 -0.322
H 1.356 -4.107 -0.374 0.0 0.0 0.0 0.244
H 2.064 0.171 -3.638 0.0 0.0 0.0 0.388
H -5.022 -4.014 0.838 0.0 0.0 0.0 0.473
H 4.423 -0.566 4.116 0.0 0.0 0.0 0.426
C -0.595 -3.316 3.203 0.0 0.1 0.1 -1.622
C 2.732 3.041 -1.971 0.0 0.1 0.0 -0.759
H -0.990 2.585 1.881 0.0 0.0 0.0 0.600
Ti -0.151 -0.760 -0.404 -0.2 0.3 -0.2 0.219
H 4.903 -2.772 2.992 0.0 0.0 0.0 0.317
S 2.078 -0.202 0.081 -0.2 0.0 -0.1 -0.337
H -5.021 -2.483 -1.139 0.0 0.0 0.0 0.477
H 0.451 -3.381 3.484 0.0 0.0 0.0 0.301
O -0.010 -1.627 -1.900 0.0 -0.1 0.5 -0.461
C 0.356 2.688 -2.128 -0.1 -0.1 -0.1 0.288
C -1.044 6.957 0.874 0.0 0.0 0.0 -0.818
C 2.961 1.854 -2.649 0.0 0.0 0.0 -0.490
H -4.264 6.226 1.620 0.0 0.0 0.0 0.412
H -1.754 2.761 -2.617 0.0 -0.1 0.0 0.542
H 4.281 -2.996 4.626 0.0 0.0 0.0 0.348
C -4.172 -3.377 0.633 0.0 0.0 0.0 -0.639
C 2.200 -0.841 1.714 0.1 -0.1 0.0 0.588
C 1.434 3.458 -1.710 0.0 0.0 0.0 -0.252
C -2.389 7.156 1.153 0.0 0.0 0.0 -0.446
C -4.179 -2.532 -0.464 0.0 0.0 -0.1 -0.863
H 3.220 -3.253 3.241 0.0 0.0 0.0 0.251
C -3.062 -3.407 1.469 0.0 0.1 0.0 -0.717
C -2.706 4.782 1.347 0.0 0.0 0.0 -0.168
C 1.733 -3.879 -1.374 -0.1 0.0 0.0 -0.935
H 0.261 3.149 0.750 0.0 0.0 0.0 0.430
H -3.359 3.942 1.556 0.0 0.0 0.0 0.422
C -1.195 -4.171 -2.366 0.1 -0.1 0.0 -0.973
H -2.015 -3.639 -2.850 0.0 0.0 0.0 0.284
C -1.360 4.578 1.056 0.0 0.0 0.0 0.154
N 1.254 -1.536 2.291 0.0 0.0 0.0 -1.362
C 1.889 1.083 -3.081 0.0 0.0 0.0 -0.573
H -1.469 -4.370 -1.327 0.0 0.0 0.0 0.212
H -3.012 -1.086 -1.558 0.0 0.0 0.0 0.558
C -0.757 -2.497 1.973 -0.1 -0.1 0.0 0.965
N -2.009 -1.760 0.111 0.2 0.0 -0.1 0.465
H -1.136 -2.849 4.032 0.0 0.0 0.0 0.340
H -3.038 -4.061 2.327 0.0 0.0 0.0 0.471
C -0.803 3.183 0.986 0.1 -0.1 -0.1 -0.589
C 4.030 -2.636 3.629 0.0 -0.1 0.0 -1.023
C -3.066 -1.744 -0.700 0.0 0.0 0.0 -0.391
H -2.789 8.160 1.194 0.0 0.0 0.0 0.412
Si 0.408 -3.230 -2.499 -0.2 0.5 -0.1 0.325
H 3.974 1.539 -2.860 0.0 0.0 0.0 0.477
```
Forces are in eV/Å.

total charge	+2
2S+1	1
molar mass	588.70	g mol⁻¹
frontier orbital gap	7.205	eV